7 unconnected molecules or ions with the total composition C27H63F3O23S7 in a non-equilibrium geometry, computed with wB97M-V/def2-TZVPD.

Computed properties:
SMILES: CC(C)C[C@@]1(C[C@H](O)C(F)(F)F)COS(=O)(=O)O1.CCOS(C)(=O)=O.CCOS(C)(=O)=O.CCOS(C)(=O)=O.CCOS(C)(=O)=O.CCOS(C)(=O)=O.CCOS(C)(=O)=O
Frontier orbital gap, hartree: 0.3908
Electronic energy, Eh: -5883.93946
LUMO level, hartree: 0.0010

Geometry as ORCA input:
```
! wB97M-V def2-TZVPD RIJCOSX def2/J DEFGRID3
* xyz 0 1
C 1.33 1.68 2.37
C 1.40 2.28 0.95
C 2.33 1.46 0.05
C 0.01 2.37 0.31
C -0.82 3.62 0.57
C -0.02 4.92 0.51
C -0.81 6.23 0.38
O -0.11 7.16 -0.43
C -1.06 6.95 1.73
F -0.49 8.15 1.79
F -2.38 7.11 1.93
F -0.59 6.24 2.78
C -2.06 3.61 -0.35
O -3.19 3.98 0.43
S -2.98 3.47 1.93
O -3.49 4.44 2.81
O -3.40 2.12 2.00
O -1.41 3.52 1.91
H 1.31 2.45 3.13
H 0.43 1.07 2.47
H 2.21 1.05 2.54
H 1.85 3.27 1.03
H 2.29 1.83 -0.97
H 3.37 1.53 0.38
H 2.02 0.41 0.04
H -0.60 1.53 0.67
H 0.10 2.29 -0.78
H 0.64 4.97 1.37
H 0.62 4.83 -0.37
H -1.80 6.07 -0.05
H -0.10 6.82 -1.33
H -2.21 2.59 -0.72
H -1.95 4.24 -1.23
C -5.02 7.43 -3.91
C -4.63 6.07 -4.45
O -3.56 6.14 -5.44
S -2.09 6.36 -4.90
C -1.24 5.93 -6.37
O -1.82 5.38 -3.88
O -1.87 7.74 -4.60
H -4.22 7.86 -3.31
H -5.91 7.33 -3.29
H -5.23 8.12 -4.73
H -4.33 5.39 -3.66
H -5.45 5.61 -5.00
H -1.43 4.89 -6.60
H -0.18 6.10 -6.18
H -1.58 6.58 -7.17
C 5.96 4.69 -5.13
C 4.52 4.47 -4.73
O 4.07 3.11 -5.00
S 4.54 1.98 -3.98
C 3.41 0.74 -4.49
O 4.23 2.41 -2.65
O 5.87 1.57 -4.30
H 6.64 4.13 -4.50
H 6.19 5.75 -5.03
H 6.12 4.39 -6.16
H 4.35 4.69 -3.67
H 3.84 5.09 -5.32
H 2.40 1.07 -4.27
H 3.65 -0.15 -3.91
H 3.55 0.55 -5.55
C 4.69 -3.04 0.30
C 3.44 -3.85 0.60
O 3.11 -3.86 2.01
S 2.42 -2.57 2.61
C 1.88 -3.27 4.12
O 1.29 -2.23 1.80
O 3.41 -1.57 2.88
H 4.53 -1.98 0.48
H 4.97 -3.19 -0.74
H 5.51 -3.37 0.94
H 2.58 -3.49 0.03
H 3.60 -4.90 0.36
H 1.15 -4.05 3.92
H 1.44 -2.47 4.71
H 2.75 -3.68 4.65
C -5.67 0.00 1.39
C -5.50 -1.49 1.17
O -5.98 -1.93 -0.13
S -5.05 -1.65 -1.38
C -5.84 -2.74 -2.50
O -3.73 -2.13 -1.08
O -5.21 -0.30 -1.83
H -5.02 0.57 0.73
H -5.42 0.25 2.41
H -6.70 0.30 1.19
H -4.46 -1.80 1.28
H -6.10 -2.06 1.88
H -5.73 -3.76 -2.14
H -5.35 -2.62 -3.46
H -6.89 -2.46 -2.57
C 6.56 -8.53 -0.94
C 5.32 -9.32 -0.58
O 5.07 -9.35 0.85
S 4.43 -8.05 1.50
C 3.97 -8.76 3.03
O 3.26 -7.69 0.75
O 5.44 -7.06 1.71
H 6.42 -7.47 -0.75
H 6.77 -8.66 -2.00
H 7.42 -8.87 -0.36
H 4.43 -8.95 -1.08
H 5.44 -10.37 -0.84
H 3.22 -9.52 2.86
H 3.56 -7.95 3.64
H 4.85 -9.17 3.51
C -4.90 -5.52 6.63
C -3.94 -5.86 5.51
O -3.63 -4.71 4.67
S -2.60 -3.65 5.24
C -2.29 -2.79 3.74
O -1.41 -4.35 5.66
O -3.26 -2.78 6.16
H -4.44 -4.85 7.36
H -5.20 -6.44 7.13
H -5.79 -5.03 6.23
H -3.00 -6.27 5.88
H -4.37 -6.57 4.82
H -1.81 -3.46 3.04
H -1.64 -1.95 3.98
H -3.24 -2.43 3.35
*
```

A molecular structure, C27H63N9O9 in a non-equilibrium geometry, computed with wB97M-V/def2-TZVPD.

Computed properties:
Energy above the lowest of the compared OMol25 structures with the same formula, charge and spin, kcal/mol: 490.0
Frontier orbital gap, hartree: 0.3005
Electronic energy, Eh: -2235.95537
LUMO level, hartree: -0.0053

Geometry as ORCA input:
```
! wB97M-V def2-TZVPD RIJCOSX def2/J DEFGRID3
* xyz 0 1
C 7.48 14.21 -13.09
C 6.76 13.64 -14.23
O 6.28 12.54 -14.22
N 6.82 14.42 -15.33
C 6.11 14.06 -16.56
H 8.55 14.00 -12.99
H 7.07 13.77 -12.17
H 7.28 15.28 -13.06
H 7.41 15.24 -15.33
H 5.78 13.02 -16.63
H 6.83 14.28 -17.35
H 5.29 14.78 -16.63
C 13.48 12.99 -11.68
C 13.98 12.40 -10.46
O 14.96 11.68 -10.59
N 13.34 12.61 -9.33
C 13.71 11.95 -8.02
H 12.45 13.34 -11.53
H 13.65 12.32 -12.53
H 14.13 13.84 -11.86
H 12.53 13.21 -9.31
H 14.74 11.59 -8.04
H 13.06 11.14 -7.68
H 13.58 12.65 -7.19
C 8.36 8.58 -14.45
C 9.28 8.97 -13.24
O 10.46 8.70 -13.28
N 8.78 9.57 -12.22
C 9.50 9.84 -10.99
H 8.08 9.58 -14.78
H 7.51 7.97 -14.13
H 8.87 7.98 -15.21
H 7.83 9.91 -12.25
H 9.85 10.87 -10.88
H 10.35 9.17 -10.91
H 8.79 9.59 -10.21
C 8.72 17.33 -13.74
C 8.77 16.42 -14.93
O 7.88 16.21 -15.75
N 9.96 15.79 -15.08
C 10.23 14.60 -15.91
H 8.43 18.31 -14.12
H 9.64 17.37 -13.18
H 8.02 16.99 -12.98
H 10.73 16.12 -14.52
H 10.78 14.83 -16.83
H 9.25 14.18 -16.14
H 10.81 13.82 -15.42
C 14.61 9.77 -12.30
C 15.78 9.64 -11.29
O 15.48 9.27 -10.19
N 17.03 9.95 -11.59
C 17.45 10.39 -12.94
H 13.84 9.19 -11.80
H 14.71 9.36 -13.31
H 14.42 10.84 -12.45
H 17.64 9.95 -10.79
H 17.21 11.41 -13.24
H 16.87 9.67 -13.53
H 18.52 10.28 -13.10
C 8.20 15.72 -11.06
C 9.16 14.68 -11.46
O 8.99 13.51 -11.14
N 10.26 15.18 -12.04
C 11.35 14.40 -12.51
H 8.21 16.72 -11.50
H 8.27 15.79 -9.97
H 7.24 15.39 -11.47
H 10.32 16.17 -12.19
H 11.55 13.51 -11.91
H 12.29 14.93 -12.31
H 11.26 14.20 -13.58
C 14.32 13.65 -14.21
C 14.17 13.51 -15.73
O 15.13 13.74 -16.53
N 12.90 13.15 -15.97
C 12.50 12.76 -17.36
H 15.05 14.33 -13.78
H 14.56 12.68 -13.77
H 13.35 14.04 -13.87
H 12.32 12.74 -15.25
H 11.43 12.94 -17.51
H 12.72 11.73 -17.64
H 13.03 13.33 -18.12
C 14.65 10.48 -16.27
C 15.11 9.42 -17.29
O 15.46 9.69 -18.43
N 15.04 8.06 -16.91
C 15.07 6.89 -17.78
H 13.96 11.04 -16.91
H 15.49 11.10 -15.97
H 14.11 10.23 -15.36
H 14.84 7.99 -15.92
H 16.03 6.37 -17.70
H 14.78 7.07 -18.81
H 14.28 6.26 -17.38
C 9.82 12.33 -13.22
C 11.16 11.89 -13.77
O 11.87 12.67 -14.42
N 11.60 10.72 -13.42
C 12.93 10.18 -13.69
H 9.95 12.59 -12.17
H 9.02 11.61 -13.36
H 9.53 13.21 -13.80
H 10.89 10.02 -13.23
H 12.75 9.11 -13.82
H 13.69 10.44 -12.95
H 13.27 10.46 -14.69
*
```

9 unconnected molecules or ions with the total composition C27H63N9O9 in a non-equilibrium geometry, computed with wB97M-V/def2-TZVPD.

Computed properties:
Energy above the lowest of the compared OMol25 structures with the same formula, charge and spin, kcal/mol: 138.6
SMILES: CN(C)C=O.CN(C)C=O.CN(C)C=O.CN(C)C=O.CN(C)C=O.CN(C)C=O.CN(C)C=O.CN(C)C=O.CN(C)C=O
Frontier orbital gap, hartree: 0.3414
Electronic energy, Eh: -2236.51547
LUMO level, hartree: 0.0124

Geometry as ORCA input:
```
! wB97M-V def2-TZVPD RIJCOSX def2/J DEFGRID3
* xyz 0 1
C 1.49 1.09 4.44
N 1.12 0.35 5.62
C 0.35 -0.90 5.40
C 1.54 0.78 6.87
O 1.40 0.18 7.91
H 0.56 1.38 3.93
H 2.05 0.44 3.76
H 2.11 1.96 4.70
H 0.15 -1.37 6.36
H -0.61 -0.77 4.91
H 1.00 -1.55 4.82
H 2.08 1.75 6.81
C -4.76 -0.33 0.22
N -5.17 -1.72 0.23
C -4.57 -2.62 -0.75
C -6.00 -2.20 1.16
O -6.30 -3.39 1.29
H -5.47 0.30 0.76
H -4.55 -0.02 -0.80
H -3.82 -0.26 0.76
H -3.53 -2.93 -0.55
H -5.13 -3.55 -0.75
H -4.50 -2.00 -1.65
H -6.29 -1.52 1.99
C -0.66 0.15 -5.77
N -1.82 0.02 -4.88
C -2.92 0.96 -4.97
C -1.80 -0.85 -3.86
O -2.61 -0.97 -2.93
H -0.15 1.12 -5.67
H -1.05 0.06 -6.80
H 0.04 -0.68 -5.66
H -2.55 1.98 -4.81
H -3.38 0.89 -5.97
H -3.54 0.71 -4.12
H -0.94 -1.53 -3.98
C 5.13 0.71 -1.80
N 5.06 0.84 -3.26
C 3.69 1.02 -3.80
C 6.13 1.03 -4.05
O 6.01 1.28 -5.27
H 6.17 0.52 -1.46
H 4.66 -0.22 -1.48
H 4.63 1.57 -1.31
H 3.10 0.18 -3.50
H 3.20 1.91 -3.39
H 3.77 1.07 -4.88
H 7.12 0.88 -3.56
C 0.78 5.34 2.56
N 2.06 4.63 2.56
C 2.27 3.44 1.69
C 3.02 4.96 3.47
O 4.10 4.37 3.65
H -0.06 4.76 2.99
H 0.41 5.55 1.56
H 0.81 6.28 3.07
H 1.55 2.63 1.89
H 2.14 3.70 0.63
H 3.28 3.00 1.88
H 2.79 5.87 4.04
C -4.36 -4.50 4.45
N -3.30 -3.47 4.36
C -2.37 -3.37 5.53
C -3.13 -2.69 3.29
O -2.25 -1.85 3.15
H -4.89 -4.59 3.51
H -5.11 -4.40 5.26
H -3.84 -5.41 4.75
H -2.93 -3.26 6.45
H -1.81 -4.31 5.57
H -1.65 -2.58 5.42
H -3.87 -2.85 2.47
C -2.05 2.43 0.67
N -1.85 3.05 -0.66
C -0.45 3.40 -1.02
C -2.84 3.06 -1.59
O -2.63 3.37 -2.76
H -1.53 1.46 0.81
H -3.12 2.27 0.82
H -1.76 3.03 1.55
H -0.12 4.35 -0.57
H 0.21 2.56 -0.69
H -0.48 3.54 -2.10
H -3.82 2.67 -1.23
C -1.31 -1.23 -0.10
N 0.01 -0.61 0.04
C 0.76 -0.39 -1.19
C 0.53 -0.31 1.28
O 1.64 0.15 1.39
H -2.10 -0.54 -0.38
H -1.71 -1.52 0.90
H -1.32 -2.11 -0.74
H 0.72 0.61 -1.62
H 1.81 -0.61 -1.02
H 0.40 -1.08 -1.94
H -0.05 -0.65 2.16
C 4.55 -3.70 -2.97
N 3.77 -2.87 -3.90
C 4.43 -2.23 -5.04
C 2.49 -2.49 -3.58
O 1.80 -1.69 -4.25
H 4.77 -4.71 -3.38
H 3.96 -3.82 -2.05
H 5.49 -3.24 -2.70
H 4.60 -2.97 -5.83
H 3.73 -1.52 -5.46
H 5.33 -1.76 -4.67
H 2.14 -2.91 -2.62
*
```